(w)
2 unconnected molecules or ions with the total composition C2H8S2. Source: OMol25; level of theory: ωB97M-V/def2-TZVPD.

Each line ends with the Mulliken charge.
Cartesian coordinates (Å):
1 S 0.305 3.009 -1.669  -0.318
2 H 0.497 2.048 -2.649  0.166
3 H 1.368 2.697 -0.978  0.138
4 C -1.157 -0.455 0.619  -0.749
5 C -0.031 -1.364 0.764  -0.465
6 S 1.287 -1.449 -0.450  -0.233
7 H -1.103 0.443 1.291  0.234
8 H -1.299 -0.015 -0.408  0.249
9 H -2.144 -0.967 0.866  0.266
10 H -0.386 -2.398 0.591  0.234
11 H 0.505 -1.137 1.676  0.365
12 H 2.156 -0.412 0.348  0.114

## Properties
LUMO energy in eV: 0.5
SMILES string: CCS.S
Orbital gap in eV: 9.559

***

(x)
2 unconnected molecules or ions with the total composition C2H8S2. Source: OMol25; level of theory: ωB97M-V/def2-TZVPD.

Each line ends with the Mulliken charge.
Cartesian coordinates (Å):
1 S -2.870 2.100 -1.441  -0.271
2 H -1.616 1.833 -1.838  0.146
3 H -2.486 2.179 -0.159  0.124
4 C 0.503 -0.996 1.177  -1.167
5 C 0.969 -1.013 -0.266  -0.245
6 S 1.459 0.615 -0.897  -0.248
7 H 1.293 -0.670 1.855  0.340
8 H -0.377 -0.371 1.328  0.324
9 H 0.212 -2.005 1.478  0.326
10 H 0.182 -1.382 -0.923  0.297
11 H 1.854 -1.644 -0.362  0.278
12 H 0.876 1.354 0.048  0.095

## Properties
LUMO energy in eV: 0.8
SMILES string: CCS.S
Orbital gap in eV: 9.951

***

(y)
2 unconnected molecules or ions with the total composition C2H8S2. Source: OMol25; level of theory: ωB97M-V/def2-TZVPD.

Each line ends with the Mulliken charge.
Cartesian coordinates (Å):
1 S -4.936 -0.488 -1.307  -0.192
2 C -4.054 -1.331 -2.618  -0.677
3 H -4.350 0.726 -1.375  0.109
4 H -3.023 -1.618 -2.352  0.264
5 H -4.014 -0.611 -3.453  0.245
6 H -4.594 -2.232 -2.956  0.251
7 S 5.546 0.815 2.268  -0.183
8 C 3.764 0.664 2.368  -0.701
9 H 5.516 2.165 2.302  0.110
10 H 3.323 1.266 1.556  0.255
11 H 3.369 1.030 3.331  0.265
12 H 3.452 -0.386 2.236  0.254

## Properties
LUMO energy in eV: 1.0
SMILES string: CS.CS
Orbital gap in eV: 10.019

***

Most stable = (x)

***

(w)
A molecular structure, C40H41FMgN8S2. Source: OMol25; level of theory: ωB97M-V/def2-TZVPD.

Each line ends with the Mulliken charge.
Cartesian coordinates (Å):
1 Mg 0.648 0.067 -0.170  3.565
2 C 3.551 -0.056 -1.917  0.662
3 C 3.884 -0.054 -0.460  0.554
4 C 5.245 -0.084 -0.083  -1.032
5 C 5.570 -0.073 1.233  -0.978
6 C 4.551 -0.036 2.208  1.175
7 C 4.877 -0.020 3.581  -0.857
8 C 3.868 0.013 4.501  -0.686
9 C 2.532 0.022 4.084  -0.565
10 C 2.152 0.003 2.750  0.790
11 S 0.470 -0.022 2.342  -0.601
12 C 3.203 -0.017 1.769  -1.044
13 N 2.898 -0.023 0.419  0.328
14 H 4.452 -0.052 -2.529  0.575
15 H 2.960 0.815 -2.180  -0.805
16 H 2.968 -0.932 -2.185  -0.880
17 H 6.002 -0.112 -0.854  0.491
18 H 6.605 -0.094 1.555  0.403
19 H 5.919 -0.032 3.875  0.351
20 H 4.093 0.028 5.560  0.382
21 H 1.742 0.041 4.823  0.466
22 C -0.594 -2.883 -3.704  -0.984
23 C 0.894 -2.571 -3.825  0.435
24 C 1.670 -3.017 -2.589  -0.226
25 C 1.246 -1.146 -4.261  0.756
26 C 2.003 -1.092 -5.432  -0.973
27 C 2.395 0.101 -6.002  -1.546
28 C 2.011 1.273 -5.387  -1.216
29 C 1.273 1.286 -4.203  0.689
30 C 0.999 2.694 -3.670  0.742
31 C -0.439 3.001 -3.263  -1.391
32 C 1.988 3.126 -2.588  -1.377
33 C 0.896 0.060 -3.600  -0.509
34 N 0.165 0.060 -2.362  0.919
35 C -1.190 0.109 -2.558  0.778
36 C -1.866 0.097 -3.803  -0.754
37 C -3.245 0.172 -3.902  -0.854
38 C -4.058 0.265 -2.779  -0.830
39 C -3.442 0.281 -1.533  -0.616
40 C -2.074 0.207 -1.472  -0.313
41 F -1.499 0.220 -0.210  -0.228
42 H -0.719 -3.954 -3.524  0.259
43 H -1.124 -2.629 -4.623  0.421
44 H -1.066 -2.343 -2.891  -0.186
45 H 1.247 -3.202 -4.645  0.594
46 H 1.442 -2.382 -1.735  -0.211
47 H 2.747 -2.982 -2.767  0.344
48 H 1.404 -4.043 -2.321  -0.263
49 H 2.275 -2.024 -5.913  0.409
50 H 2.976 0.117 -6.915  0.369
51 H 2.296 2.221 -5.830  0.408
52 H 1.204 3.341 -4.529  0.576
53 H -0.698 2.522 -2.319  -0.134
54 H -1.154 2.663 -4.012  0.310
55 H -0.551 4.083 -3.147  0.528
56 H 1.933 2.481 -1.716  -0.027
57 H 1.764 4.145 -2.258  0.488
58 H 3.012 3.118 -2.968  0.289
59 H -1.275 0.028 -4.706  0.644
60 H -3.694 0.153 -4.888  0.443
61 H -5.133 0.319 -2.863  0.398
62 H -4.003 0.347 -0.609  0.524
63 N -2.037 4.545 -0.344  -0.298
64 C -0.997 5.196 0.205  0.560
65 N -1.134 6.517 0.441  -0.423
66 N 0.142 4.637 0.538  -0.858
67 C 0.262 3.345 0.337  0.595
68 N 0.402 2.212 0.162  -0.634
69 H -2.929 4.986 -0.474  0.209
70 H -1.972 3.552 -0.504  0.103
71 H -1.891 7.042 0.048  0.199
72 H -0.316 7.007 0.756  0.247
73 S -0.318 -6.751 0.407  -0.160
74 C -0.219 -4.968 0.399  -0.145
75 C -1.242 -4.210 -0.145  -0.499
76 C -1.066 -2.840 -0.250  -0.600
77 N 0.030 -2.212 0.166  0.108
78 C 0.973 -2.940 0.770  -0.390
79 C 0.900 -4.316 0.897  -0.583
80 C 0.027 -6.963 -1.334  0.299
81 C -1.001 -7.133 -2.249  -0.085
82 C -0.677 -7.246 -3.594  -0.493
83 N 0.569 -7.204 -4.060  -0.603
84 C 1.546 -7.056 -3.169  -0.316
85 C 1.332 -6.935 -1.804  -0.265
86 H -2.147 -4.674 -0.511  0.464
87 H -1.836 -2.226 -0.700  0.342
88 H 1.825 -2.394 1.155  0.181
89 H 1.707 -4.868 1.359  0.489
90 H -2.032 -7.169 -1.924  0.411
91 H -1.460 -7.371 -4.333  0.374
92 H 2.555 -7.028 -3.565  0.396
93 H 2.163 -6.811 -1.122  0.400

## Properties
LUMO energy in eV: 0.2
Orbital gap in eV: 6.625

***

(x)
A molecular structure, C40H41FMgN8S2. Source: OMol25; level of theory: ωB97M-V/def2-TZVPD.

Each line ends with the Mulliken charge.
Cartesian coordinates (Å):
1 Mg 0.053 0.184 -0.242  2.283
2 C 0.023 1.234 -3.635  -0.635
3 C -0.172 2.339 -2.643  0.805
4 C -0.021 3.676 -3.077  -1.172
5 C -0.280 4.693 -2.217  -1.054
6 C -0.781 4.409 -0.928  1.181
7 C -1.185 5.444 -0.052  -0.840
8 C -1.725 5.123 1.157  -0.806
9 C -1.873 3.773 1.531  -0.716
10 C -1.476 2.731 0.726  0.642
11 S -1.697 1.073 1.288  -0.584
12 C -0.898 3.055 -0.551  -0.346
13 N -0.507 2.037 -1.402  0.236
14 H 0.051 1.639 -4.646  0.595
15 H -0.788 0.514 -3.551  0.090
16 H 0.956 0.703 -3.464  -0.468
17 H 0.315 3.863 -4.088  0.462
18 H -0.140 5.726 -2.514  0.414
19 H -1.077 6.474 -0.369  0.388
20 H -2.045 5.901 1.838  0.404
21 H -2.302 3.532 2.495  0.482
22 C 3.221 0.140 -3.249  -2.050
23 C 2.906 -1.294 -2.827  0.973
24 C 1.429 -1.639 -2.972  -1.741
25 C 3.429 -1.701 -1.452  0.883
26 C 4.275 -2.810 -1.459  -1.231
27 C 4.831 -3.309 -0.301  -1.424
28 C 4.546 -2.671 0.890  -1.357
29 C 3.715 -1.553 0.962  1.157
30 C 3.605 -0.986 2.386  0.654
31 C 4.372 0.316 2.647  -1.593
32 C 2.196 -0.907 2.957  -0.942
33 C 3.102 -1.069 -0.232  -0.913
34 N 2.202 0.047 -0.186  0.833
35 C 2.851 1.266 -0.186  0.827
36 C 4.136 1.545 -0.680  -0.488
37 C 4.649 2.835 -0.678  -1.157
38 C 3.925 3.906 -0.174  -0.823
39 C 2.678 3.657 0.395  -0.597
40 C 2.213 2.368 0.390  -0.192
41 F 1.065 2.071 1.081  -0.476
42 H 2.900 0.299 -4.282  0.454
43 H 4.294 0.327 -3.205  0.388
44 H 2.737 0.878 -2.612  0.294
45 H 3.440 -1.933 -3.535  0.697
46 H 0.824 -1.035 -2.296  0.341
47 H 1.262 -2.687 -2.720  0.538
48 H 1.070 -1.468 -3.990  0.510
49 H 4.506 -3.281 -2.407  0.396
50 H 5.487 -4.169 -0.327  0.408
51 H 4.995 -3.040 1.805  0.401
52 H 4.120 -1.737 2.991  0.610
53 H 3.817 1.195 2.342  0.222
54 H 5.332 0.329 2.130  0.299
55 H 4.561 0.405 3.719  0.510
56 H 1.564 -0.230 2.384  -0.063
57 H 2.230 -0.543 3.986  0.513
58 H 1.751 -1.900 2.968  0.131
59 H 4.741 0.729 -1.052  0.679
60 H 5.641 3.002 -1.081  0.422
61 H 4.327 4.909 -0.195  0.412
62 H 2.087 4.430 0.869  0.489
63 N -4.769 0.930 -0.407  -0.312
64 C -5.093 -0.109 -1.186  0.569
65 N -6.400 -0.351 -1.423  -0.388
66 N -4.233 -0.903 -1.779  -0.775
67 C -2.941 -0.717 -1.680  0.480
68 N -1.782 -0.656 -1.672  -0.296
69 H -5.486 1.434 0.084  0.217
70 H -3.813 1.005 -0.038  0.037
71 H -7.125 0.121 -0.916  0.190
72 H -6.629 -1.161 -1.969  0.241
73 S -0.126 -6.760 0.901  -0.113
74 C -0.208 -4.994 0.655  0.061
75 C -0.117 -4.122 1.728  -0.924
76 C -0.187 -2.762 1.483  -0.852
77 N -0.329 -2.230 0.269  0.098
78 C -0.446 -3.082 -0.754  -0.520
79 C -0.380 -4.458 -0.612  -1.059
80 C -1.878 -7.073 1.047  0.354
81 C -2.520 -6.972 2.272  -0.186
82 C -3.886 -7.208 2.324  -0.360
83 N -4.621 -7.533 1.263  -0.589
84 C -3.989 -7.642 0.097  -0.361
85 C -2.628 -7.426 -0.065  -0.179
86 H 0.006 -4.491 2.736  0.514
87 H -0.156 -2.060 2.303  0.935
88 H -0.619 -2.647 -1.725  0.930
89 H -0.464 -5.098 -1.479  0.490
90 H -1.969 -6.715 3.166  0.357
91 H -4.415 -7.131 3.267  0.356
92 H -4.601 -7.915 -0.755  0.355
93 H -2.163 -7.531 -1.035  0.376

## Properties
LUMO energy in eV: 0.1
Orbital gap in eV: 6.868

***

Most stable = (w)